# 1
Molecular formula: C27H39BClF11NO3PS2
Method: DFT, ωB97M-V/def2-TZVPD

Values from the calculation:
- Orbital gap: 0.285 Eh
- Charge: 0

Last column: Mulliken charge in e.
Geometry (Å):
1 Cl -1.50511 1.39778 -2.00522  -0.28
2 S -0.16129 -3.24729 -2.18518  -0.15
3 S 0.16376 -0.57143 -3.75088  -0.14
4 P 0.11246 -2.35562 1.68885  0.65
5 F 5.13189 -0.75825 0.13569  -0.20
6 F 4.21729 -0.65859 -1.81787  -0.21
7 F 4.78826 -2.57729 -0.98950  -0.25
8 F 3.59543 -2.01406 5.78440  -0.35
9 F 4.49126 -1.62088 3.70101  -0.39
10 F 2.39581 -0.84552 4.21048  -0.21
11 F 4.21313 0.12271 5.18172  -0.40
12 F 3.12198 -2.09104 1.15387  -0.20
13 F 1.84484 -3.55946 -0.38248  -0.27
14 F 2.41438 -2.41218 -2.12665  -0.34
15 F 2.46496 -0.25836 0.18268  -0.09
16 O 0.24025 1.00182 5.87919  -0.55
17 O 0.83842 1.48680 3.81431  0.22
18 O -2.47142 -1.48677 -1.39832  -0.08
19 N 0.45361 -1.83757 -1.15981  0.56
20 C -3.85031 -1.15658 -1.26082  -0.85
21 C -0.49077 0.08124 0.15488  -1.13
22 C -0.47622 -1.48849 0.05475  2.51
23 C 0.90618 2.76079 -4.78589  -0.38
24 C -5.91299 -0.35441 -2.41563  -1.37
25 C 0.11856 2.51056 3.15315  -1.20
26 C 2.92111 -1.49707 -0.01033  0.67
27 C 1.01381 1.55107 5.18414  0.52
28 C -1.09256 -1.84202 2.95914  -1.26
29 C 0.95530 3.10120 -3.42314  0.38
30 C 0.19385 3.54466 -5.70326  -0.77
31 C 0.54709 -0.49607 -2.03790  0.31
32 C 0.04677 0.66420 1.48205  -1.54
33 C 0.97763 1.83990 -1.15951  -1.50
34 C -0.04049 0.68985 -1.21661  2.52
35 C 0.28750 4.26350 -3.00118  -0.10
36 C -0.48634 4.68709 -5.26999  -0.44
37 C 1.89780 -2.33846 -0.88247  0.01
38 C 0.26733 2.18189 1.65963  -0.85
39 C 2.23671 2.29820 5.62572  -1.15
40 C -0.42827 5.05278 -3.91284  -0.85
41 C -4.40272 -0.59611 -2.54813  -0.01
42 C -1.87986 -1.99727 -0.20412  -3.40
43 C 1.72269 2.25624 -2.43474  -1.23
44 C 4.31390 -1.37807 -0.69520  0.49
45 C -1.75277 -4.60023 1.84416  -1.42
46 C -0.35377 -4.13703 1.42518  -0.92
47 B 3.69283 -1.10814 4.73161  0.39
48 H -1.87070 -3.08142 -0.27734  0.86
49 H 2.56812 2.85192 -2.08156  0.63
50 H 0.51385 3.50102 3.39406  0.49
51 H 0.93493 0.13831 1.81669  0.13
52 H -4.41473 -2.06024 -1.00133  0.37
53 H -0.93979 2.49258 3.44171  0.35
54 H -4.20622 -1.28861 -3.36693  0.30
55 H -0.42040 2.77817 1.06244  0.29
56 H -2.54300 -3.92009 1.53457  0.27
57 H 1.70893 1.64517 -0.39305  -0.17
58 H 1.28393 2.44658 1.36864  0.37
59 H -1.31968 -2.70799 3.57673  0.68
60 H -1.96766 -5.57931 1.41578  0.38
61 H -1.16622 -0.63166 -3.61511  0.17
62 H -6.23138 0.47245 -3.04398  0.38
63 H 1.61650 -0.30799 -2.07045  -0.63
64 H 0.39121 -4.66573 2.01730  0.69
65 H 0.16737 3.25226 -6.74386  0.39
66 H -2.03521 -1.42099 2.60533  0.35
67 H 0.31896 4.56484 -1.96128  0.42
68 H -1.04244 5.28467 -5.97820  0.40
69 H -3.91144 0.34547 -2.78669  0.10
70 H -0.94345 5.94042 -3.57320  0.41
71 H -2.47876 -1.74528 0.66978  0.74
72 H -1.37671 -2.69187 -2.33228  0.22
73 H -3.97697 -0.43391 -0.44970  0.34
74 H 1.43381 1.87467 -5.11645  0.40
75 H 1.92115 3.24241 6.07080  0.37
76 H -0.72274 0.42633 2.20552  0.90
77 H 2.88306 2.50999 4.78145  0.29
78 H 2.75851 1.67753 6.34450  0.31
79 H -1.55676 0.29583 0.19382  1.45
80 H -0.61018 -1.11308 3.59774  0.15
81 H -6.48180 -1.24253 -2.68246  0.33
82 H 0.43673 2.71716 -0.81556  0.64
83 H 2.18042 1.41001 -2.95117  0.43
84 H -0.19394 -4.37117 0.37614  0.31
85 H -1.82170 -4.70981 2.92347  0.39
86 H -6.16752 -0.10412 -1.38481  0.36



# 2
Molecular formula: C3H6N2O2
Method: DFT, ωB97M-V/def2-TZVPD

Values from the calculation:
- Energy relative to the best compared isomer or geometry (same formula, charge and spin): 157.3 kcal per mole
- Orbital gap: 0.326 Eh
- SMILES: N/N=C1\CO1.C=O
- Charge: 0

Last column: Mulliken charge in e.
Geometry (Å):
1 O 1.78728 0.97565 0.95880  -0.37
2 O -0.89427 1.37149 0.49288  -0.40
3 N -0.36641 -1.84460 0.29022  -0.46
4 N 0.56332 -1.03175 1.03952  -0.44
5 C 1.00122 0.02100 0.58189  0.57
6 C -1.94819 0.98134 0.02006  -0.02
7 C 1.67293 0.75118 -0.49662  -0.32
8 H 0.03395 -2.86471 0.37419  0.27
9 H -0.30450 -1.36666 -0.75801  0.23
10 H 0.94740 1.17230 -1.18959  0.24
11 H -2.12387 -0.09079 -0.33742  0.18
12 H -2.89917 1.64906 0.02899  0.24
13 H 2.53031 0.27652 -1.00492  0.27



# 3
Molecular formula: CH2N4O
Method: DFT, ωB97M-V/def2-TZVPD

Values from the calculation:
- Energy relative to the best compared isomer or geometry (same formula, charge and spin): 94.6 kcal per mole
- Orbital gap: 0.297 Eh
- Charge: 0

Last column: Mulliken charge in e.
Geometry (Å):
1 O 1.75183 -0.71508 -0.30455  -0.44
2 N -2.15634 -1.26363 -0.13456  -0.51
3 N -1.31456 -0.47936 -0.10259  0.48
4 N 0.36195 0.61624 0.94399  -0.01
5 N -0.82323 0.29436 1.09233  -0.18
6 C 1.24769 0.37922 -0.09550  0.12
7 H 1.57969 1.34167 -0.44809  0.31
8 H -0.64703 -0.17342 -0.95103  0.23



# 4
Molecular formula: C25H50F12N5O9S4
Method: DFT, ωB97M-V/def2-TZVPD

Values from the calculation:
- Orbital gap: 0.236 Eh
- Charge: +1

Last column: Mulliken charge in e.
Geometry (Å):
1 S 4.43509 2.02015 3.32285  1.08
2 S 0.18260 0.77621 1.20265  0.84
3 S 6.04842 4.14250 2.99423  0.95
4 S 0.12507 -0.61344 -0.91563  0.82
5 F -1.51665 -2.62909 -0.72334  -0.19
6 F -1.61172 1.84738 2.73768  -0.22
7 F 8.30121 2.75572 3.28631  -0.23
8 F -0.55685 -2.34869 -2.72197  -0.18
9 F 2.72285 0.22412 4.27851  -0.19
10 F 4.20506 0.83708 5.76412  -0.24
11 F 0.17921 3.01081 2.71494  -0.15
12 F 8.63050 4.78500 2.70401  -0.23
13 F -1.10609 3.17528 1.00569  -0.16
14 F 8.07181 4.37243 4.73548  -0.22
15 F 2.58085 2.15878 5.30162  -0.24
16 F -2.22687 -1.13998 -2.10962  -0.18
17 O 0.85964 -0.05428 -2.04400  -0.66
18 O 3.43575 2.59789 2.46131  -0.48
19 O 5.94838 3.84235 1.60223  -0.59
20 O 0.93899 -1.49954 -0.11162  -0.53
21 O 1.53485 1.11535 0.82970  -0.52
22 O -1.75080 6.21140 -4.13561  -0.52
23 O 5.67145 5.50784 3.37581  -0.65
24 O 0.03693 -0.25725 2.18938  -0.67
25 O 5.12270 0.84314 2.82169  -0.69
26 N -0.75202 0.58326 -0.03674  -0.01
27 N 5.43067 2.99462 4.08455  -0.47
28 N -0.06583 4.04169 -3.45140  0.12
29 N 1.92958 -5.89905 -1.74868  0.21
30 N -4.67277 -0.74937 2.69572  0.50
31 C 2.30218 -5.00277 0.47091  -0.44
32 C 0.94986 3.06945 -2.89902  -1.23
33 C 0.66500 -6.15184 -0.97693  -0.59
34 C -0.64857 2.34432 1.92618  0.33
35 C -4.77947 0.57798 4.71082  -0.60
36 C -3.83215 -0.40906 3.94013  -0.09
37 C 3.22194 -3.92728 -2.84583  -0.42
38 C 0.02320 3.94029 -4.95530  -0.86
39 C 3.40987 1.24312 4.77125  0.58
40 C -0.50287 6.63173 -3.56088  -0.59
41 C -4.37920 -2.14050 2.26422  -1.32
42 C -4.93021 0.14289 0.24364  -0.37
43 C -4.29119 1.13921 -0.71190  -1.13
44 C -1.15406 -1.78041 -1.69002  0.48
45 C 0.83145 -5.44001 0.41297  -0.33
46 C 7.88797 3.99557 3.48344  0.65
47 C -6.12431 0.63453 3.96825  -0.72
48 C 0.28630 5.43165 -2.98402  -0.51
49 C 2.32358 -6.97582 -2.73390  -0.91
50 C -6.08701 -0.62022 3.13944  -0.66
51 C 3.04954 -2.68402 -3.71516  -1.22
52 C -4.31032 0.27302 1.62146  -0.48
53 C 2.91240 -5.88227 -0.61164  -0.82
54 C 1.88891 -4.57494 -2.47718  -0.45
55 C -1.41449 3.58459 -3.01453  -1.01
56 H -6.08895 1.45953 3.25267  0.27
57 H -4.33975 1.55634 4.89347  0.36
58 H 1.26046 -4.75275 -3.35002  0.50
59 H -4.41489 2.17334 -0.38325  0.42
60 H 1.68290 -6.99695 -3.61123  0.32
61 H 0.92420 3.17313 -1.81104  0.46
62 H -3.41768 -2.11989 1.75930  0.50
63 H 2.80989 -5.14092 1.42100  0.59
64 H -4.46504 -2.85913 3.07902  0.48
65 H 3.94749 -5.73167 -0.91102  0.45
66 H -0.19281 -5.83078 -1.56295  0.37
67 H -3.21781 0.97338 -0.83611  0.02
68 H 1.37530 -3.86356 -1.82910  0.01
69 H -6.85611 -0.75867 2.38368  0.40
70 H -2.45818 6.78576 -3.83291  0.32
71 H -4.73041 1.04636 -1.70568  0.49
72 H 2.53543 -1.95136 -3.09599  0.13
73 H -4.45244 1.25066 2.08532  0.42
74 H -6.01028 0.27865 0.14930  0.28
75 H 3.57396 -3.46046 -1.91416  0.29
76 H -6.96329 0.75203 4.64498  0.48
77 H -2.12317 4.00365 -3.72496  0.44
78 H 0.65882 -6.17494 1.19404  0.43
79 H -6.23867 -1.42418 3.87034  0.48
80 H 1.31285 5.53430 -3.33439  0.40
81 H 1.06948 4.12840 -5.17827  0.38
82 H -1.43543 2.50714 -3.18431  0.41
83 H 3.40063 -6.91791 -2.81070  0.36
84 H -4.90814 0.17347 5.71641  0.35
85 H 1.98167 -7.89233 -2.24510  0.44
86 H 1.96772 3.40151 -3.09382  0.35
87 H -1.66179 3.77739 -1.97590  0.34
88 H -0.56850 4.69883 -5.46689  0.32
89 H -4.77747 -0.85164 -0.18610  0.33
90 H 0.24227 5.43659 -1.89844  0.51
91 H 0.56200 -7.20965 -0.74190  0.34
92 H -0.39852 2.98438 -5.25222  0.37
93 H -0.01484 7.13566 -4.39570  0.29
94 H -2.92404 0.06705 3.58503  0.00
95 H 2.59551 -2.88742 -4.68639  0.37
96 H -3.68138 -1.36435 4.42791  0.36
97 H 2.86557 -6.92203 -0.26961  0.51
98 H 4.02417 -2.26081 -3.96019  0.40
99 H -0.72107 7.31590 -2.74236  0.41
100 H -3.21724 0.26075 1.62950  -0.13
101 H 2.45082 -3.95860 0.18808  0.05
102 H 0.12085 -4.61753 0.40933  0.00
103 H 4.08012 -4.58564 -2.99880  0.40
104 H -5.19582 -2.51102 1.63997  0.39
105 H 0.60125 2.09853 -3.22611  0.58



# 5
Molecular formula: C9H11NO5
Method: DFT, ωB97M-V/def2-TZVPD

Values from the calculation:
- Energy relative to the best compared isomer or geometry (same formula, charge and spin): 145.8 kcal per mole
- Orbital gap: 0.298 Eh
- SMILES: C/C(=C1/C=CC=C[C@@H]1[N+](=O)[O-])C(O)(O)O
- Charge: 0

Last column: Mulliken charge in e.
Geometry (Å):
1 O 2.17386 1.09406 -1.60736  -0.52
2 O -3.43842 0.33608 -1.62813  -0.54
3 O 2.10598 -0.97599 -0.80761  -0.55
4 O 2.90795 0.76140 0.44930  -0.61
5 O -4.03497 1.27929 0.18706  -0.62
6 N -3.17778 0.67842 -0.48455  1.00
7 C -2.20890 -2.16611 -0.16134  -0.49
8 C -2.38940 -1.12347 0.70222  -0.84
9 C -0.59401 0.14151 -0.35183  0.34
10 C -1.96761 0.31566 0.31996  0.10
11 C 0.54540 0.69909 0.12970  0.91
12 C -1.58940 -1.82296 -1.45106  -0.97
13 C -0.69569 -0.78114 -1.45515  -0.74
14 C 0.60744 1.69531 1.26502  -1.74
15 C 1.95024 0.42089 -0.43218  0.44
16 H 1.15874 1.20549 2.09022  0.25
17 H 3.01501 0.17314 1.26616  0.38
18 H 2.84785 1.77242 -1.45186  0.35
19 H -1.82183 1.11599 1.08512  0.36
20 H 1.23223 2.58308 0.82437  0.30
21 H -0.16800 -0.42728 -2.29093  0.70
22 H -1.37725 -2.52366 -2.19675  0.55
23 H -2.61163 -3.12506 0.06501  0.47
24 H -2.79777 -1.21622 1.65329  0.53
25 H 1.72002 -1.04925 -1.68261  0.36
26 H -0.38250 1.97259 1.52119  0.59



# 6
Molecular formula: C5H14N2O2
Method: DFT, ωB97M-V/def2-TZVPD

Values from the calculation:
- Energy relative to the best compared isomer or geometry (same formula, charge and spin): 66.7 kcal per mole
- Orbital gap: 0.351 Eh
- SMILES: CC(C)C(N)=O.CNO
- Charge: 0

Last column: Mulliken charge in e.
Geometry (Å):
1 O -0.53680 -1.41264 1.19071  -0.63
2 O -2.59461 1.03329 -1.11965  -0.43
3 N -1.53748 1.57992 -0.30336  -0.37
4 N -0.73870 -1.67642 -1.03691  -0.34
5 C 2.20924 -1.42748 -0.75792  -1.53
6 C 1.81511 0.20054 1.10263  -1.32
7 C 1.25775 -0.37362 -0.19768  0.58
8 C -0.21237 -1.05992 0.06599  0.21
9 C -2.01974 1.76291 1.05559  -0.73
10 H 2.28668 -2.28451 -0.08017  0.36
11 H 3.21161 -1.01187 -0.91061  0.42
12 H -1.95149 0.83452 1.62731  0.24
13 H 2.79574 0.66264 0.94422  0.43
14 H 1.17787 0.43067 -0.94195  0.45
15 H -2.83355 1.78240 -1.69863  0.33
16 H 1.92548 -0.58024 1.86327  0.31
17 H -1.56037 -2.24220 -0.86968  0.25
18 H 1.14398 0.95728 1.52362  0.23
19 H -0.55319 1.26048 -0.45306  0.32
20 H -3.06461 2.07959 1.10921  0.30
21 H -1.41695 2.52461 1.55828  0.31
22 H -0.67295 -1.23684 -1.94346  0.24
23 H 1.86934 -1.80309 -1.72775  0.35



Number 1: energy -4054.0789 hartree. Number 2: energy -377.7086 hartree. Number 3: energy -333.3970 hartree. Number 4: energy -4724.1791 hartree. Number 5: energy -780.3046 hartree. Number 6: energy -458.8313 hartree.